Record 1
Molecular formula: C28H41N5O4SeSiSr
Method: DFT, ωB97M-V/def2-TZVPD

Last column: Mulliken charge in e.
Atoms and positions in Å:
1 Sr -0.909 1.701 -1.387  1.80
2 O 1.420 2.141 -4.811  -0.76
3 C 0.917 2.045 -3.691  0.17
4 O -0.274 1.682 -3.447  -0.82
5 C 1.741 2.417 -2.472  0.60
6 C 2.686 3.411 -2.543  -0.83
7 C 3.243 3.867 -1.307  -0.23
8 C 2.923 3.271 -0.148  -1.50
9 C 2.020 2.069 -0.097  4.29
10 N 1.411 1.749 -1.373  -0.97
11 C 0.899 2.324 0.933  -1.37
12 O 1.174 2.949 1.964  -0.76
13 O -0.246 1.861 0.671  -0.67
14 H 2.937 3.860 -3.493  0.39
15 H 3.897 4.735 -1.317  0.32
16 H 3.234 3.655 0.814  0.47
17 C -3.737 -0.981 0.699  -0.57
18 N -2.350 -1.122 0.285  0.51
19 C -2.240 -2.285 -0.579  -0.72
20 N -2.676 -3.511 0.107  0.05
21 C -4.058 -3.316 0.533  -0.74
22 N -4.214 -2.171 1.420  0.06
23 C -3.354 -2.376 2.579  -0.74
24 N -1.955 -2.538 2.210  0.04
25 C -1.538 -1.337 1.474  0.09
26 C -1.855 -3.674 1.303  -0.72
27 H -4.367 -0.826 -0.180  0.03
28 H -3.824 -0.114 1.357  0.34
29 H -1.197 -2.406 -0.891  0.25
30 H -2.863 -2.133 -1.465  0.31
31 H -4.394 -4.220 1.057  0.35
32 H -4.680 -3.155 -0.351  0.33
33 H -3.683 -3.276 3.114  0.35
34 H -3.440 -1.511 3.243  0.39
35 H -0.496 -1.459 1.185  -0.80
36 H -1.625 -0.467 2.124  0.49
37 H -2.181 -4.578 1.835  0.35
38 H -0.811 -3.791 1.000  0.34
39 C 1.816 -1.006 -0.186  -0.69
40 Si 2.913 0.425 0.467  -1.35
41 C 4.622 0.203 -0.469  2.49
42 C 5.678 1.167 0.069  -1.87
43 C 4.422 0.532 -1.949  -1.99
44 C 5.166 -1.226 -0.399  -1.99
45 C 3.092 0.167 2.405  2.73
46 C 3.623 1.432 3.080  -1.84
47 C 4.007 -1.001 2.780  -2.20
48 C 1.715 -0.122 3.007  -2.22
49 H 1.822 -1.869 0.476  0.42
50 H 2.135 -1.332 -1.171  0.61
51 H 0.800 -0.634 -0.287  -0.46
52 H 5.297 2.184 0.025  0.33
53 H 6.589 1.116 -0.533  0.48
54 H 5.939 0.938 1.100  0.31
55 H 4.168 1.578 -2.082  0.34
56 H 3.619 -0.054 -2.389  0.27
57 H 5.339 0.330 -2.511  0.62
58 H 5.452 -1.504 0.611  0.34
59 H 6.050 -1.321 -1.036  0.55
60 H 4.423 -1.937 -0.749  0.32
61 H 4.603 1.712 2.701  0.29
62 H 3.704 1.284 4.160  0.55
63 H 2.930 2.250 2.899  0.27
64 H 5.049 -0.760 2.581  0.34
65 H 3.748 -1.901 2.226  0.36
66 H 3.916 -1.223 3.846  0.51
67 H 1.011 0.657 2.741  0.26
68 H 1.779 -0.153 4.098  0.60
69 H 1.318 -1.077 2.670  0.42
70 Se -3.751 1.096 -3.225  -0.58
71 C -5.560 0.884 -2.653  0.02
72 C -6.409 1.985 -2.524  -0.43
73 C -7.746 1.818 -2.231  -0.39
74 C -8.272 0.547 -2.051  -0.43
75 C -7.436 -0.556 -2.161  -0.45
76 C -6.099 -0.389 -2.458  -0.31
77 H -6.001 2.975 -2.670  0.35
78 H -8.392 2.686 -2.151  0.32
79 H -9.323 0.414 -1.828  0.33
80 H -7.838 -1.553 -2.023  0.33
81 H -5.454 -1.250 -2.561  0.34

**HOMO-LUMO gap**: 4.762 eV
**Energy above the lowest of the compared OMol25 structures with the same formula, charge and spin**: 176.81 kJ/mol
**Net charge**: -2
**Strongest force on any atom**: 3.89 eV/A
**Calculated total energy**: -119405.8249 eV

Record 2
Molecular formula: C7H8
Method: DFT, ωB97M-V/def2-TZVPD

Last column: Mulliken charge in e.
Atoms and positions in Å:
1 C 0.798 -0.648 0.204  -0.42
2 C 1.956 -2.249 0.218  -0.02
3 C 1.012 0.701 -0.007  0.60
4 C 1.975 1.561 -0.323  -1.02
5 C -0.421 1.049 0.436  -0.85
6 C -0.632 -0.491 0.517  0.45
7 C -1.589 -1.312 -0.437  -1.20
8 H 1.599 2.522 -0.127  0.31
9 H 2.899 1.377 -0.825  0.34
10 H -0.509 1.661 1.391  0.25
11 H -0.941 1.568 -0.318  0.31
12 H -0.968 -0.966 1.422  0.35
13 H -2.550 -1.601 -0.099  0.37
14 H -0.953 -2.327 -0.638  0.22
15 H -1.678 -0.845 -1.414  0.31

**HOMO-LUMO gap (spin up / spin down)**: 6.844 / 7.743 eV
**Energy above the lowest of the compared OMol25 structures with the same formula, charge and spin**: 1007.67 kJ/mol
**Strongest force on any atom**: 5.87 eV/A
**Calculated total energy**: -7378.3034 eV

Record 3
Molecular formula: C6H13AgO3
Method: DFT, ωB97M-V/def2-TZVPD

Last column: Mulliken spin population.
Atoms and positions in Å:
1 C 0.230 -2.512 -0.373  0.00
2 C 1.471 -2.077 -0.153  0.00
3 C 1.958 -0.695 -0.471  0.00
4 C 2.674 -0.030 0.692  0.00
5 O 2.173 1.296 0.828  0.00
6 Ag 1.072 2.357 -0.856  0.03
7 H -0.591 -1.816 -0.566  0.00
8 H 2.187 -2.733 0.355  0.00
9 H -0.059 -3.537 -0.133  0.00
10 H 1.102 -0.071 -0.774  0.00
11 H 2.667 -0.752 -1.316  0.00
12 H 3.762 -0.016 0.527  0.00
13 H 2.479 -0.581 1.626  0.00
14 O -1.024 2.483 0.182  0.79
15 C -1.926 1.525 0.483  0.00
16 C -2.852 1.076 -0.630  -0.01
17 O -3.492 -0.091 -0.160  0.00
18 H 1.798 1.445 1.746  0.00
19 H -2.510 1.876 1.369  0.08
20 H -1.370 0.658 0.913  0.10
21 H -2.269 0.867 -1.542  0.00
22 H -3.574 1.879 -0.853  0.00
23 H -3.908 -0.550 -0.893  0.00

**HOMO-LUMO gap (spin up / spin down)**: 8.076 / 6.533 eV
**Energy above the lowest of the compared OMol25 structures with the same formula, charge and spin**: 0.00 kJ/mol
**⟨S²⟩**: 0.755
**Net charge**: +1
**Strongest force on any atom**: 2.39 eV/A
**Multiplicity**: 2
**Calculated total energy**: -16563.6512 eV

Record 4
Molecular formula: C35H39AsMgNO3SbTe
Method: DFT, ωB97M-V/def2-TZVPD

Last column: Mulliken charge in e.
Atoms and positions in Å:
1 Mg 0.893 -1.258 -0.486  0.41
2 N -0.032 -4.690 2.547  -0.16
3 C -0.423 -3.243 2.688  -0.55
4 C 0.124 -2.527 1.477  1.38
5 O 0.030 -1.280 1.393  -0.89
6 O 0.653 -3.249 0.581  -0.85
7 H 0.705 -4.964 3.195  0.38
8 H 0.339 -4.752 1.581  0.24
9 H -0.821 -5.325 2.664  0.37
10 H -0.041 -2.815 3.609  0.37
11 H -1.508 -3.175 2.675  0.03
12 Te 3.496 -1.260 -1.274  0.23
13 C 4.372 -2.920 -0.319  0.66
14 C 4.245 -3.122 1.051  -0.19
15 C 4.864 -4.219 1.634  -0.74
16 C 5.582 -5.117 0.852  -0.50
17 C 5.697 -4.911 -0.515  -0.63
18 C 5.098 -3.803 -1.107  -0.64
19 C 4.041 0.254 0.082  0.68
20 C 5.123 1.065 -0.251  -0.79
21 C 5.512 2.074 0.621  -0.64
22 C 4.825 2.271 1.811  -0.50
23 C 3.740 1.466 2.135  -0.96
24 C 3.342 0.457 1.269  -0.07
25 H 3.706 -2.413 1.667  0.38
26 H 4.803 -4.365 2.707  0.45
27 H 6.068 -5.967 1.312  0.42
28 H 6.270 -5.599 -1.123  0.42
29 H 5.218 -3.629 -2.169  0.44
30 H 5.664 0.912 -1.176  0.44
31 H 6.354 2.706 0.367  0.42
32 H 5.133 3.057 2.489  0.43
33 H 3.199 1.628 3.059  0.42
34 H 2.479 -0.146 1.527  0.39
35 C -1.377 2.123 -2.282  -1.14
36 Sb 0.495 1.496 -1.491  0.76
37 C 1.268 0.854 -3.397  -1.21
38 C 1.499 3.374 -1.540  -1.20
39 H -1.164 2.836 -3.076  0.43
40 H -1.994 2.598 -1.521  0.40
41 H -1.899 1.259 -2.688  0.20
42 H 0.876 1.526 -4.161  0.51
43 H 0.954 -0.164 -3.626  0.18
44 H 2.357 0.913 -3.420  0.38
45 H 1.493 3.733 -2.569  0.39
46 H 2.526 3.262 -1.192  0.31
47 H 0.988 4.095 -0.900  0.38
48 O -0.558 -1.527 -1.654  1.24
49 As -1.736 -2.643 -2.121  0.83
50 C -0.923 -4.159 -2.910  0.06
51 C 0.436 -4.373 -2.713  -0.38
52 C 1.035 -5.495 -3.268  -0.80
53 C 0.276 -6.393 -4.007  -0.62
54 C -1.084 -6.178 -4.196  -0.77
55 C -1.691 -5.058 -3.647  -0.28
56 C -2.702 -3.190 -0.563  0.57
57 C -3.164 -2.217 0.323  -0.08
58 C -3.919 -2.595 1.425  -1.09
59 C -4.191 -3.941 1.654  -0.55
60 C -3.705 -4.912 0.786  -0.83
61 C -2.961 -4.540 -0.330  -0.33
62 C -2.920 -1.844 -3.365  0.31
63 C -3.999 -1.088 -2.909  -0.38
64 C -4.814 -0.447 -3.827  -0.77
65 C -4.553 -0.563 -5.188  -0.54
66 C -3.480 -1.318 -5.638  -0.77
67 C -2.654 -1.963 -4.727  -0.43
68 H 1.023 -3.674 -2.135  0.17
69 H 2.094 -5.668 -3.125  0.55
70 H 0.747 -7.264 -4.444  0.42
71 H -1.670 -6.880 -4.776  0.43
72 H -2.750 -4.886 -3.804  0.53
73 H -2.928 -1.172 0.167  0.40
74 H -4.304 -1.839 2.098  0.45
75 H -4.800 -4.230 2.502  0.44
76 H -3.926 -5.958 0.960  0.49
77 H -2.598 -5.297 -1.013  0.45
78 H -4.219 -1.006 -1.854  0.34
79 H -5.657 0.139 -3.484  0.45
80 H -5.194 -0.062 -5.902  0.42
81 H -3.286 -1.410 -6.699  0.43
82 H -1.812 -2.542 -5.080  0.46

**HOMO-LUMO gap**: 8.293 eV
**Energy above the lowest of the compared OMol25 structures with the same formula, charge and spin**: 11.84 kJ/mol
**Net charge**: +2
**Strongest force on any atom**: 0.90 eV/A
**Calculated total energy**: -124663.9269 eV